[1]
Molecular formula: C8H12
Method: DFT, wB97M-V/def2-TZVPD

```
! wB97M-V def2-TZVPD RIJCOSX def2/J DEFGRID3
* xyz 0 1
C 2.7601 0.7147 1.7541
C 2.1245 -0.1004 0.9200
C 0.9574 0.2588 0.0396
C -0.2894 -0.1919 0.1544
C -0.9185 -1.0324 1.2998
C -1.1594 0.1823 -1.0301
C -1.0105 1.3550 -1.6429
C -2.0827 -0.8852 -1.5131
H 2.3806 1.7086 1.8959
H 3.6705 0.5531 2.2801
H 2.3531 -1.1437 0.9347
H 1.3885 0.7482 -0.8312
H -2.0794 -0.9675 1.2446
H -0.5094 -2.0525 1.1927
H -0.6557 -0.5800 2.2986
H 0.0434 1.7118 -1.8922
H -1.8181 1.6892 -2.3591
H -1.7428 -1.8493 -1.1811
H -2.2550 -0.8387 -2.5661
H -3.0652 -0.7845 -0.9084
*
```

As for the SMILES: C=C/C=C(\C)C(=C)C. The HOMO energy comes out at -0.3007 hartree. The energy relative to the best compared isomer or geometry (same formula, charge and spin) is 230.0 kJ/mol. Its frontier orbital gap is 0.3361 Eh. The calculation puts the total energy at -311.89879 hartree.

[2]
Molecular formula: C8H12
Method: DFT, wB97M-V/def2-TZVPD

```
! wB97M-V def2-TZVPD RIJCOSX def2/J DEFGRID3
* xyz 0 3
C -0.3654 -1.0461 -0.4449
C -0.8273 -2.2760 -0.4725
C 2.8741 0.2096 1.0650
C 1.6580 -0.3187 0.9231
C 0.9555 -0.3970 -0.3169
C -0.9019 0.3158 -0.3374
C -1.3982 0.8336 0.9723
C -1.1184 1.1595 -1.5508
H -1.8832 -2.4879 -0.5029
H -0.1615 -3.1232 -0.4766
H 3.3792 0.2216 2.0147
H 3.4052 0.6252 0.2282
H 1.1552 -0.7436 1.7805
H 1.4224 -0.0087 -1.2074
H -0.9672 1.8083 1.2071
H -1.1703 0.1438 1.7809
H -2.4829 0.9542 0.9252
H -0.5919 0.7581 -2.4137
H -0.7959 2.1900 -1.3855
H -2.1854 1.1816 -1.7884
*
```

The HOMO energy (alpha / beta) comes out at -0.1839 / -0.3646 hartree. The energy relative to the best compared isomer or geometry (same formula, charge and spin) is 0.0 kJ/mol. As for the expectation value of S²: 2.021. Its frontier orbital gap (alpha / beta) is 0.2209 / 0.3265 Eh. The calculation puts the total energy at -311.81923 hartree.

[3]
Molecular formula: C8H12
Method: DFT, wB97M-V/def2-TZVPD

```
! wB97M-V def2-TZVPD RIJCOSX def2/J DEFGRID3
* xyz 1 2
C 1.8307 -1.9512 -1.9224
C 0.6210 -1.2134 -1.4871
C -0.4767 -0.9871 -2.1706
C 0.8078 -0.7296 -0.0029
C -0.0969 0.3706 0.4075
C 0.1647 1.1593 1.4862
C -0.8604 1.9426 2.1379
C -2.1878 1.7969 1.9187
H 1.5282 -2.7355 -2.6270
H 2.6323 -1.4399 -2.4620
H 2.3068 -2.4344 -1.0730
H -1.3411 -0.4078 -1.8674
H -0.6119 -1.3110 -3.1979
H 0.4891 -1.6033 0.5884
H 1.8599 -0.4926 0.1411
H -0.9731 0.5043 -0.2142
H 1.1481 1.4072 1.8711
H -0.4846 2.5364 2.9616
H -2.6552 1.1477 1.1961
H -2.8398 2.2621 2.6514
*
```

The HOMO energy (alpha / beta) comes out at -0.4881 / -0.4877 hartree. The energy relative to the best compared isomer or geometry (same formula, charge and spin) is 89.7 kJ/mol. As for the expectation value of S²: 0.778. Its frontier orbital gap (alpha / beta) is 0.2929 / 0.2019 Eh. The calculation puts the total energy at -311.63422 hartree.

[4]
Molecular formula: C8H12AlN2O5
Method: DFT, wB97M-V/def2-TZVPD

```
! wB97M-V def2-TZVPD RIJCOSX def2/J DEFGRID3
* xyz -1 1
C 3.3675 2.1313 1.3963
C 2.2616 1.8622 0.5344
Al 0.5877 1.2252 -0.5480
C -0.9552 0.8399 0.7591
C -2.4447 1.2920 0.2004
C -3.5221 0.1004 0.6658
N -3.8845 -1.0123 -0.3023
O -4.0772 0.1097 1.9070
C 1.1483 -0.6376 -1.3169
C 1.1147 -1.6684 -0.0424
C 2.2840 -2.8200 -0.0493
O 3.3546 -2.6990 -0.8459
O 2.0904 -3.9530 0.9144
O 0.1904 2.4874 -1.8878
N 0.9437 3.6044 -1.6317
O 0.4354 4.2137 -0.6914
H 4.4028 2.4566 1.8597
H -0.6599 1.3803 1.7804
H -1.0650 -0.3111 1.0508
H -2.4253 1.2802 -0.9760
H -2.7916 2.3476 0.6360
H -3.4093 -0.8958 -1.2267
H -3.6090 -1.9477 0.0753
H 2.2146 -0.5507 -1.8402
H 0.3739 -1.0081 -2.1240
H 0.0677 -2.1924 -0.0427
H 1.1897 -1.0008 0.9430
H 2.8168 -4.6340 0.8027
*
```

The HOMO energy comes out at -0.2033 hartree. Its frontier orbital gap is 0.3047 Eh. The calculation puts the total energy at -1039.98748 hartree.

[5]
Molecular formula: C8H12As2Ca3F15NO8
Method: DFT, wB97M-V/def2-TZVPD

```
! wB97M-V def2-TZVPD RIJCOSX def2/J DEFGRID3
* xyz 2 1
Ca -2.3223 -0.7278 2.4855
Ca 6.5454 1.0481 0.1297
Ca 3.0933 5.0798 3.4159
As 4.3602 6.1124 -2.0923
F 4.0298 6.2388 -0.3477
F 6.0065 6.7598 -1.8498
F 4.7539 5.9742 -3.8055
F 2.7775 5.1914 -2.3463
F 3.7568 7.8220 -2.1785
F 5.0437 4.4206 -1.7233
As 3.7133 -1.8196 4.5035
F 2.7488 -1.9100 5.9954
F 5.1973 -1.9283 5.4526
F 4.6846 -1.5229 2.9325
F 2.1822 -1.7860 3.4973
F 3.5904 0.0100 4.7120
F 3.9630 -3.5269 4.1763
C -1.7714 -5.3062 3.4868
O -1.7063 -5.0056 2.0793
O -1.6751 -4.0219 4.0827
C -2.7680 -6.3871 3.9874
F -2.6270 -7.6375 3.6033
F -2.8481 -6.3605 5.2784
F -3.9775 -5.9994 3.7297
C -1.3140 -5.9872 1.0685
C -0.9447 -5.1923 -0.2091
H -0.3516 -5.7546 -0.9303
H -1.8670 -4.9169 -0.7207
H -0.3247 -4.3087 -0.0579
H -2.0660 -6.7392 0.8297
H -0.4725 -6.6095 1.3730
H -0.8067 -5.7794 3.6699
N 1.7111 0.7989 0.0521
O 1.7956 1.7249 0.8770
O 2.7246 0.3173 -0.4362
O 0.5161 0.3597 -0.0299
C -2.2380 4.3343 -5.1212
C -3.5734 4.2557 -4.3009
C -4.5037 3.0811 -4.6140
O -4.4368 2.2454 -3.4860
C -3.7976 2.8275 -2.5378
O -3.7285 2.5469 -1.3350
O -3.1964 3.9542 -3.0269
H -1.7925 3.3494 -4.9810
H -1.6187 5.1877 -4.8450
H -2.4676 4.5145 -6.1714
H -4.1461 5.1828 -4.2766
H -4.3170 2.4781 -5.5025
H -5.5350 3.4123 -4.4926
*
```

The HOMO energy comes out at -0.4259 hartree. The energy relative to the best compared isomer or geometry (same formula, charge and spin) is 1724.6 kJ/mol. Its frontier orbital gap is 0.0512 Eh. The calculation puts the total energy at -8970.13837 hartree.

[6]
Molecular formula: C8H12B
Method: DFT, wB97M-V/def2-TZVPD

```
! wB97M-V def2-TZVPD RIJCOSX def2/J DEFGRID3
* xyz -1 1
B -1.6884 -2.3536 -0.6835
C -0.4062 -2.1470 0.3610
C -0.0412 -0.7138 0.5443
C -0.3127 -0.0182 1.7311
C -0.0040 1.3289 1.8689
C 0.5999 2.0218 0.8297
C 0.8470 1.3706 -0.3810
C 1.4287 2.1242 -1.5529
C 0.5288 0.0222 -0.4987
H -1.9918 -3.5496 -0.7291
H -1.3875 -1.9572 -1.8124
H -2.6530 -1.7012 -0.2746
H 0.4699 -2.6828 -0.0226
H -0.6726 -2.5685 1.3360
H -0.7789 -0.5504 2.5559
H -0.2216 1.8491 2.7964
H 0.8548 3.0722 0.9429
H 2.0029 2.9917 -1.2189
H 2.0840 1.4792 -2.1433
H 0.6286 2.4768 -2.2109
H 0.7133 -0.4942 -1.4382
*
```

The HOMO energy comes out at -0.1573 hartree. The energy relative to the best compared isomer or geometry (same formula, charge and spin) is 0.0 kJ/mol. Its frontier orbital gap is 0.2876 Eh. The calculation puts the total energy at -336.90644 hartree.

[7]
Molecular formula: C8H12Br4Cl12
Method: DFT, wB97M-V/def2-TZVPD

```
! wB97M-V def2-TZVPD RIJCOSX def2/J DEFGRID3
* xyz -1 2
Br 0.9792 -2.5418 -0.1413
C 1.1309 -4.4602 -0.6662
C 1.1339 -5.4441 0.5417
Br 2.6851 -5.1704 1.7810
H 2.0608 -4.6128 -1.2140
H 0.3684 -4.6855 -1.4118
H 1.1831 -6.4375 0.0960
H 0.2011 -5.3995 1.1038
Br -0.4138 3.8307 -2.9584
C -1.4309 2.1877 -2.9062
C -0.4573 0.9707 -2.7984
Br -1.3734 -0.7675 -2.6196
H -2.1428 1.9427 -3.6944
H -1.9492 2.1422 -1.9484
H 0.2009 1.1673 -1.9521
H 0.2063 0.9376 -3.6624
C 0.4819 4.1121 3.2854
Cl -1.2483 3.7081 3.4619
Cl 1.0116 5.1171 4.6970
Cl 0.6790 4.9719 1.7090
H 1.0885 3.2090 3.2181
C 2.5619 3.4585 -1.3633
Cl 2.0468 5.1218 -1.7321
Cl 4.0733 3.3896 -0.4185
Cl 2.8555 2.4835 -2.8851
H 1.7565 3.0333 -0.7643
C -0.6146 0.4678 1.5578
Cl 1.0133 1.2283 1.3468
Cl -1.8109 1.4378 0.5431
Cl -1.1071 0.2979 3.2643
H -0.4823 -0.5511 1.1938
C -3.0592 -3.0839 1.1479
Cl -1.6608 -3.0311 2.2365
Cl -2.4916 -3.6310 -0.4700
Cl -3.7988 -1.4741 0.9604
H -3.6773 -3.9249 1.4619
*
```

The HOMO energy (alpha / beta) comes out at -0.0185 / -0.2435 hartree. As for the expectation value of S²: 0.753. Its frontier orbital gap (alpha / beta) is 0.1001 / 0.3245 Eh. The calculation puts the total energy at -16130.34391 hartree.

[8]
Molecular formula: C8H12BrN2
Method: DFT, wB97M-V/def2-TZVPD

```
! wB97M-V def2-TZVPD RIJCOSX def2/J DEFGRID3
* xyz 1 1
C -2.8102 0.7236 -0.1214
C -2.8805 2.1150 -0.0452
C -1.5710 0.1105 -0.0776
C -1.7190 2.8370 0.0868
C -0.4169 0.8808 0.0269
C 1.9001 -1.4996 1.3461
C 1.3992 -2.5017 -0.8343
C 1.5174 -0.1172 -0.6142
N -0.5340 2.1983 0.1038
N 1.6578 -1.3082 -0.0624
Br 2.6688 1.3118 -0.0650
H -3.7102 0.1380 -0.2325
H -3.8297 2.6233 -0.0951
H -1.4936 -0.9636 -0.1384
H -1.7116 3.9124 0.1658
H 2.1017 -0.5510 1.8368
H 1.0269 -1.9590 1.8148
H 2.7559 -2.1590 1.4937
H 1.6583 -2.3390 -1.8790
H 2.0235 -3.3061 -0.4472
H 0.3569 -2.8181 -0.7718
H 1.2875 -0.0754 -1.6689
H 0.3228 2.7472 0.1783
*
```

The HOMO energy comes out at -0.4548 hartree. The energy relative to the best compared isomer or geometry (same formula, charge and spin) is 241.4 kJ/mol. Its frontier orbital gap is 0.3239 Eh. The calculation puts the total energy at -2995.25487 hartree.